Record 1
{"formula": "C28H30F10N9PtS", "method": "ωB97M-V/def2-TZVPD", "max_force_ev_per_a": 0.2, "lumo_ha": [-0.08724, -0.18931], "e_tot_ev": -84179.18650, "total_charge": 1, "mol_weight_g_mol": 909.7, "spin_multiplicity": 5, "s_squared": 6.0861, "symbols": ["Pt", "C", "N", "C", "C", "N", "C", "C", "F", "C", "F", "C", "F", "C", "F", "C", "F", "C", "C", "N", "C", "C", "F", "C", "F", "C", "F", "C", "F", "C", "F", "H", "H", "H", "H", "H", "H", "H", "H", "H", "H", "H", "C", "C", "C", "C", "C", "N", "H", "H", "H", "H", "H", "H", "H", "H", "H", "C", "C", "C", "C", "N", "C", "N", "N", "N", "H", "H", "H", "H", "H", "H", "H", "H", "H", "H", "S", "C", "N"], "positions_angstrom": [[-0.3537, -0.3423, 1.4190], [-2.9979, -0.3965, 3.1847], [-2.0442, 0.6038, 2.6684], [-2.7869, 1.5572, 1.8266], [-1.9383, 2.4546, 0.9405], [-1.1075, 1.6433, 0.0732], [-0.5820, 2.1674, -1.0382], [-0.2074, 1.2844, -2.0923], [-0.5070, -0.0031, -1.9931], [0.3576, 1.7300, -3.2616], [0.6436, 0.8781, -4.2389], [0.6006, 3.0883, -3.4428], [1.1509, 3.5155, -4.5596], [0.2509, 3.9955, -2.4465], [0.5026, 5.2837, -2.6178], [-0.3399, 3.5495, -1.2881], [-0.6110, 4.4507, -0.3477], [-1.3780, 1.2377, 3.8252], [-0.0550, 1.9257, 3.5244], [0.8243, 1.0762, 2.7323], [2.1573, 1.3030, 2.8255], [3.0902, 0.2486, 2.6488], [2.6762, -0.9828, 2.4285], [4.4485, 0.4376, 2.7906], [5.2777, -0.5922, 2.6737], [4.9565, 1.6942, 3.0814], [6.2560, 1.8748, 3.2004], [4.0855, 2.7656, 3.2390], [4.5683, 3.9766, 3.4767], [2.7301, 2.5690, 3.1270], [1.9566, 3.6510, 3.2239], [-3.7675, 0.0862, 3.7966], [-2.4646, -1.1356, 3.7751], [-3.4766, -0.9084, 2.3514], [-3.4353, 2.1815, 2.4542], [-3.4374, 0.9684, 1.1772], [-1.3342, 3.1456, 1.5279], [-2.6168, 3.0812, 0.3534], [-1.1792, 0.4510, 4.5492], [-2.0535, 1.9644, 4.2929], [0.4100, 2.1532, 4.4859], [-0.1957, 2.8796, 3.0163], [4.6871, -1.3013, -0.5349], [3.4349, -1.4340, -1.4099], [3.5239, -0.5186, -2.6366], [3.2160, -2.8941, -1.8316], [2.2688, -1.0302, -0.6074], [1.3537, -0.7720, 0.0293], [5.5531, -1.6275, -1.1111], [4.6133, -1.9214, 0.3577], [4.8492, -0.2653, -0.2336], [4.3914, -0.8092, -3.2292], [3.6463, 0.5251, -2.3429], [2.6363, -0.6109, -3.2625], [4.0670, -3.2147, -2.4328], [2.3085, -2.9999, -2.4256], [3.1383, -3.5452, -0.9616], [-2.8520, -2.8619, -4.2488], [-4.0769, -2.5547, -3.3940], [-4.2905, -1.0508, -3.2501], [-4.0149, -3.2541, -2.0350], [-2.8861, -2.8045, -1.2205], [-2.7737, -1.7547, -0.4101], [-1.5412, -1.7160, 0.0356], [-0.8958, -2.7610, -0.5249], [-1.6954, -3.4177, -1.2721], [-2.9706, -2.4326, -5.2434], [-2.6964, -3.9355, -4.3585], [-1.9467, -2.4365, -3.8098], [-4.9584, -2.9807, -3.8822], [-3.4119, -0.5685, -2.8112], [-5.1614, -0.8199, -2.6321], [-4.4489, -0.5959, -4.2274], [-3.8911, -4.3291, -2.1492], [-4.9200, -3.0689, -1.4566], [-3.5694, -1.0678, -0.1826], [-0.0774, -2.3231, 2.9140], [0.4593, -1.4822, 4.2618], [0.8576, -0.8766, 5.1665]]}

=====

Record 2
{"formula": "C41H42AsN5O10P2Ti", "method": "ωB97M-V/def2-TZVPD", "max_force_ev_per_a": 4.1, "lumo_ha": -0.02410, "e_tot_ev": -173663.82815, "total_charge": 0, "mol_weight_g_mol": 949.5, "symbols": ["Ti", "C", "C", "O", "C", "C", "C", "N", "N", "C", "O", "C", "C", "C", "C", "C", "C", "H", "H", "H", "H", "H", "H", "H", "H", "H", "H", "H", "H", "N", "C", "C", "P", "O", "O", "O", "P", "O", "O", "O", "H", "H", "H", "H", "H", "H", "H", "H", "O", "C", "C", "C", "C", "C", "C", "C", "N", "C", "C", "N", "H", "H", "H", "H", "H", "H", "H", "O", "As", "C", "C", "C", "C", "C", "C", "C", "C", "C", "C", "C", "C", "C", "C", "C", "C", "C", "C", "H", "H", "H", "H", "H", "H", "H", "H", "H", "H", "H", "H", "H", "H", "H"], "positions_angstrom": [[-0.6410, -1.3898, -0.3525], [-3.1894, -2.2937, 2.6716], [-1.7815, -2.3777, 2.2081], [-1.4541, -1.4307, 1.3264], [-0.8130, -3.2444, 2.6988], [0.3899, -3.5969, 2.0664], [1.3971, -4.5192, 2.6979], [0.5342, -3.0752, 0.8594], [1.4864, -3.5999, 0.0747], [1.1812, -3.3688, -1.2094], [0.1296, -2.7255, -1.5859], [2.1315, -3.8927, -2.1588], [1.8376, -3.7018, -3.5068], [2.6574, -4.2761, -4.4779], [3.8905, -4.8444, -4.1057], [4.1538, -5.0873, -2.7292], [3.3082, -4.5907, -1.7558], [-3.4666, -1.2419, 2.9540], [-3.8583, -2.5949, 1.8420], [-3.3805, -2.9974, 3.4903], [-1.1356, -3.6980, 3.6254], [1.1272, -5.5531, 2.4457], [2.4114, -4.3351, 2.3197], [1.3022, -4.3563, 3.7671], [1.0049, -3.0842, -3.8063], [2.4351, -4.1536, -5.5426], [4.6309, -5.1017, -4.8723], [5.0394, -5.6483, -2.4270], [3.5260, -4.6913, -0.6982], [-4.3903, 0.4098, -1.9021], [-3.3026, -0.0198, -2.7677], [-3.4318, 0.4293, -4.2071], [-3.1833, -1.9127, -2.6675], [-2.3674, -2.1095, -4.0587], [-4.4999, -2.6272, -2.7071], [-2.2683, -2.0824, -1.4328], [-1.8149, 0.8607, -2.1226], [-2.4680, 2.3458, -1.9167], [-0.6849, 0.8481, -3.0953], [-1.5887, 0.3147, -0.7173], [-5.0206, -0.3667, -1.7405], [-4.9036, 1.2283, -2.2425], [-4.1241, 1.0210, 0.3294], [-4.1084, -0.2714, -4.7199], [-2.4703, 0.3476, -4.7462], [-3.8639, 1.4325, -4.2878], [-2.3288, -3.0916, -4.1774], [-1.7880, 3.0399, -1.9981], [-3.8300, 1.0193, 1.2618], [-4.5679, 1.8463, 2.0858], [-5.8971, 2.2029, 1.8292], [-6.5840, 3.0945, 2.6917], [-5.9761, 3.5536, 3.8442], [-4.6691, 3.2054, 4.1414], [-3.9329, 2.3799, 3.2610], [-2.5349, 2.1243, 3.6139], [-1.8365, 0.9886, 3.4280], [-0.5263, 1.2938, 3.7090], [-0.4144, 2.5631, 4.2251], [-1.7062, 3.0651, 4.1810], [-6.3545, 1.8386, 0.9095], [-7.6013, 3.3937, 2.3946], [-6.5309, 4.1922, 4.5500], [-4.2116, 3.6235, 5.0379], [0.2102, 0.5565, 3.4967], [0.3777, 3.1629, 4.6577], [-1.9490, 4.0056, 4.4172], [0.9478, -0.5076, -0.0394], [2.1244, 0.8926, -0.0414], [1.4192, 2.6234, -0.5114], [2.0383, 3.3657, -1.5260], [1.5043, 4.5954, -1.8225], [0.4523, 5.1442, -1.0678], [-0.1108, 4.4114, -0.0274], [0.3525, 3.1063, 0.2584], [3.1507, 0.3378, -1.5479], [2.6009, 0.5778, -2.8307], [3.4132, 0.4071, -3.9386], [4.7848, 0.0594, -3.7958], [5.3036, -0.1559, -2.5004], [4.4858, -0.0450, -1.3701], [3.1547, 0.9474, 1.6278], [3.7326, 2.1267, 2.0442], [4.4770, 2.1298, 3.2460], [4.6990, 0.9260, 3.9080], [4.1843, -0.2929, 3.3951], [3.4108, -0.2682, 2.2478], [2.8894, 2.9933, -2.0630], [1.8849, 5.1480, -2.6602], [0.0450, 6.0925, -1.3204], [-0.8898, 4.8788, 0.5912], [-0.1683, 2.4619, 0.9768], [1.5300, 0.8325, -2.8926], [3.0364, 0.6510, -4.8970], [5.4534, 0.0612, -4.6563], [6.3336, -0.3466, -2.3573], [4.8716, -0.1857, -0.3849], [3.6226, 3.0309, 1.4493], [4.9169, 3.0668, 3.5822], [5.3208, 0.8810, 4.8141], [4.2842, -1.2040, 3.9462], [3.0322, -1.1787, 1.7869]]}

=====

Record 3
{"formula": "CH5NP2", "method": "ωB97M-V/def2-TZVPD", "max_force_ev_per_a": 3.2, "lumo_ha": [-0.01775, -0.02778], "e_tot_ev": -21181.31885, "total_charge": 0, "mol_weight_g_mol": 93.0, "symbols": ["C", "N", "P", "P", "H", "H", "H", "H", "H"], "positions_angstrom": [[-1.6271, -0.6799, -2.1324], [1.3533, 0.6877, 0.8413], [1.6787, 1.1626, -0.5877], [1.6717, 0.1364, 2.3620], [-1.8521, -0.4851, -3.1090], [-1.0098, -1.5893, -2.0083], [-1.8821, -0.0423, -1.2723], [1.2805, 1.1664, 3.1896], [0.3870, -0.3565, 2.7167]]}

=====

Record 4
{"formula": "C15H13N3S", "method": "ωB97M-V/def2-TZVPD", "max_force_ev_per_a": 1.3, "smiles": "c1ccc(CNc2nc(-c3cccnc3)cs2)cc1", "lumo_ha": 0.02089, "e_tot_ev": -31071.78273, "total_charge": 0, "mol_weight_g_mol": 267.4, "symbols": ["C", "C", "C", "C", "C", "N", "C", "N", "C", "C", "C", "C", "C", "N", "C", "C", "S", "C", "C", "H", "H", "H", "H", "H", "H", "H", "H", "H", "H", "H", "H", "H"], "positions_angstrom": [[4.2582, 1.9520, -1.2934], [4.9758, 1.0857, -0.4869], [4.3237, 0.3351, 0.4760], [2.9506, 0.4503, 0.6473], [2.2246, -0.4052, 1.6543], [1.6395, -1.5815, 1.0302], [0.4361, -1.5024, 0.4270], [-0.4272, -0.5674, 0.5931], [-1.5907, -0.8040, -0.0909], [-2.6650, 0.1719, -0.0016], [-2.5157, 1.3044, 0.8017], [-3.5464, 2.2223, 0.8743], [-4.6985, 1.9797, 0.1407], [-4.8549, 0.9124, -0.6257], [-3.8709, 0.0384, -0.6950], [-1.6016, -1.9661, -0.8042], [-0.1091, -2.8180, -0.6320], [2.2362, 1.3209, -0.1672], [2.8873, 2.0670, -1.1329], [4.7665, 2.5367, -2.0458], [6.0450, 0.9924, -0.6086], [4.8869, -0.3413, 1.1043], [2.9081, -0.7496, 2.4346], [1.4019, 0.1495, 2.1078], [2.2906, -2.2449, 0.6372], [-1.5981, 1.4403, 1.3536], [-3.4599, 3.1068, 1.4869], [-5.5357, 2.6650, 0.1625], [-4.0550, -0.8118, -1.3380], [-2.3772, -2.3819, -1.4123], [1.1670, 1.4040, -0.0411], [2.3241, 2.7415, -1.7609]]}